# 1
Formula: C49H76F5N3O18S2
Source: the Open Molecules 2025 dataset
Level of theory: ωB97M-V with the def2-TZVPD basis set

Frontier orbital gap = 6.27 eV
2S+1 = 1
LUMO level = -1.46 eV

XYZ file:
```
153
Properties=species:S:1:pos:R:3:mulliken_charge:R:1
C 5.5058 1.6103 -0.0412 -0.904
C 4.2803 1.6392 -0.8314 -0.026
N 2.9034 1.8752 -0.3289 1.471
C 3.1488 2.9331 0.6711 -2.272
N 3.3648 4.2149 0.4387 0.635
C 3.3426 4.7834 -0.9698 0.186
O 2.2760 5.1493 -1.5506 -0.530
O 4.5685 4.8316 -1.6150 -0.705
N 3.0854 2.1759 1.9552 0.913
C 3.0856 3.0317 3.1810 -0.456
C 4.6280 3.0300 3.7304 -0.580
C 5.5223 4.2034 3.1065 -0.026
O 6.8740 4.2012 3.6648 -0.538
C 1.8316 1.3537 1.7010 -0.028
S 0.5421 2.7515 1.7067 -0.188
C 1.3494 0.4015 2.8975 -0.834
C 0.1439 -0.5979 2.5385 0.256
C -1.3134 0.0794 2.8452 -0.602
O -2.1952 -0.9306 3.4032 -0.315
C -3.4897 -0.8920 2.7376 -0.610
C 2.1599 0.6777 0.2472 1.179
C 0.8090 0.4896 -0.6323 -0.710
C 0.6674 1.5127 -1.8607 -0.472
C 1.6109 1.1222 -3.1378 -0.692
C 0.8009 1.0274 -4.5092 0.697
F -0.0486 -0.1448 -4.4360 -0.167
F 0.1065 2.2090 -4.8841 -0.283
C 1.8586 0.6925 -5.7094 0.572
F 3.1164 1.3411 -5.5254 -0.239
F 2.1654 -0.7141 -5.7697 -0.228
F 1.3806 1.1449 -6.9873 -0.251
C 2.9941 -0.6735 0.4942 -0.889
S 3.3294 -1.6491 -1.0709 -0.033
C 5.1608 -1.9947 -1.2028 -0.449
C 5.5856 -2.9457 0.0285 -0.625
H 5.8512 0.6141 0.4313 0.087
H 6.0886 2.5881 0.0802 0.330
H 4.3882 1.4489 -1.9708 0.251
H 3.5564 4.8752 1.2036 0.384
H 2.7170 4.1176 2.9930 0.483
H 2.4576 2.6373 4.0480 0.211
H 4.6487 3.0317 4.8904 0.364
H 5.0610 2.0118 3.4146 0.205
H 5.0055 5.2253 3.1764 0.182
H 5.6439 3.9589 1.9794 -0.047
H 7.5026 4.5428 2.9862 0.348
H -0.6719 2.2736 1.2342 0.193
H 2.2675 -0.2333 3.2148 -0.091
H 1.0326 1.0101 3.8184 0.748
H 0.2012 -1.0818 1.5044 0.105
H 0.2146 -1.4755 3.3014 0.160
H -1.7442 0.5281 1.8853 0.278
H -1.1336 0.8988 3.6476 0.079
H -3.9886 -1.9106 2.9475 0.221
H -4.1519 -0.0602 3.1876 0.262
H -3.4264 -0.7912 1.5991 0.264
H 0.7214 -0.5749 -1.0890 0.481
H -0.1547 0.6046 0.0027 -0.265
H -0.4180 1.3852 -2.2575 0.659
H 0.7526 2.6227 -1.5775 -0.031
H 2.1795 0.1418 -2.9889 -0.059
H 2.3834 1.9802 -3.2168 0.293
H 2.4609 -1.4161 1.2060 0.041
H 4.0073 -0.4485 0.9984 0.404
H 5.3365 -2.5738 -2.1874 0.432
H 5.7474 -1.0167 -1.2804 0.226
H 5.4217 -4.0380 -0.2949 0.260
H 4.8496 -2.7330 0.8904 0.048
H 6.6768 -2.7641 0.3663 0.277
O 3.3616 -1.3199 5.1477 -0.633
C 2.6228 -1.2732 6.0983 0.650
O 2.0877 -0.1224 6.5907 -0.346
C 1.3495 -0.4148 7.7825 -0.489
C 1.0091 -1.8833 7.6887 -0.496
C 2.1946 -2.4463 6.9350 -0.281
H 1.9800 -0.1882 8.6477 0.269
H 0.4555 0.2102 7.8234 0.349
H 0.8456 -2.3503 8.6616 0.357
H 0.0997 -2.0160 7.0938 0.205
H 3.0113 -2.7219 7.6069 0.328
H 1.9083 -3.2915 6.3088 0.126
O 0.7603 9.7494 -6.3691 -0.592
C 0.9077 9.0041 -5.4332 0.451
O 0.5090 9.2884 -4.1626 -0.357
C 0.9346 8.2379 -3.2857 0.012
C 1.1383 7.0358 -4.1752 -0.234
C 1.5885 7.6632 -5.4767 -0.458
H 1.8588 8.5497 -2.7903 0.259
H 0.1699 8.0599 -2.5271 -0.056
H 1.8483 6.3144 -3.7670 0.135
H 0.1838 6.5209 -4.3274 0.251
H 2.6704 7.8134 -5.5035 0.273
H 1.2583 7.0829 -6.3383 0.315
O -2.3757 -4.9938 -2.4535 -0.591
C -2.2413 -4.4353 -3.5164 0.449
O -1.1034 -3.7977 -3.9015 -0.353
C -1.3235 -3.1552 -5.1631 -0.211
C -2.4863 -3.8900 -5.7863 -0.655
C -3.2988 -4.2994 -4.5766 0.059
H -1.5471 -2.0999 -4.9824 0.080
H -0.4214 -3.2257 -5.7737 0.349
H -3.0428 -3.2855 -6.5046 0.331
H -2.1253 -4.7838 -6.3060 0.301
H -4.0032 -3.5228 -4.2788 -0.053
H -3.8144 -5.2456 -4.7408 0.338
O -1.3722 6.2657 1.6621 -0.615
C -1.7765 7.2223 1.0514 0.551
O -1.3109 8.4894 1.2249 -0.359
C -2.0818 9.3921 0.4243 -0.468
C -2.6897 8.5390 -0.6638 -0.139
C -2.8838 7.2098 0.0333 -0.406
H -2.8406 9.8600 1.0588 0.284
H -1.4320 10.1698 0.0186 0.328
H -3.6100 8.9574 -1.0753 0.338
H -1.9759 8.4216 -1.4854 -0.087
H -3.8442 7.1581 0.5520 0.302
H -2.7730 6.3736 -0.6572 0.272
O 0.6831 -3.1639 3.6079 -0.716
C 0.7106 -3.8696 2.6279 0.564
O -0.3526 -4.0680 1.8052 -0.279
C -0.0090 -5.0402 0.8101 -0.515
C 1.4996 -5.0205 0.7407 -0.048
C 1.8876 -4.6833 2.1646 -0.493
H -0.3985 -6.0134 1.1243 0.240
H -0.4659 -4.7680 -0.1433 0.319
H 1.9263 -5.9580 0.3797 0.412
H 1.8299 -4.2194 0.0707 -0.106
H 1.9701 -5.5773 2.7875 0.403
H 2.8083 -4.1001 2.2032 0.135
O -6.5027 -3.5658 -4.9336 -0.578
C -6.6662 -3.7913 -3.7608 0.438
O -5.6579 -3.8382 -2.8467 -0.276
C -6.1877 -4.2366 -1.5777 -0.225
C -7.6594 -3.9022 -1.6374 -0.537
C -7.9815 -4.1050 -3.1019 -0.423
H -6.0097 -5.3084 -1.4470 0.032
H -5.6787 -3.6933 -0.7797 0.332
H -8.2669 -4.5117 -0.9660 0.339
H -7.8122 -2.8517 -1.3700 0.281
H -8.2513 -5.1412 -3.3202 0.250
H -8.7625 -3.4240 -3.4401 0.309
O -5.9324 -6.5278 3.0800 -0.584
C -5.9219 -7.2489 2.1159 0.491
O -7.0001 -7.4657 1.3074 -0.378
C -6.6643 -8.4558 0.3305 -0.461
C -5.1578 -8.4350 0.2442 -0.285
C -4.7515 -8.0703 1.6530 -0.188
H -7.0478 -9.4236 0.6675 0.307
H -7.1305 -8.2037 -0.6240 0.328
H -4.7339 -9.3789 -0.1031 0.351
H -4.8371 -7.6469 -0.4452 0.055
H -4.6595 -8.9521 2.2917 0.267
H -3.8315 -7.4859 1.6673 0.119
```

# 2
Formula: CIO4S
Source: the Open Molecules 2025 dataset
Level of theory: ωB97M-V with the def2-TZVPD basis set

Frontier orbital gap (alpha / beta) = 7.50 / 7.50 eV
2S+1 = 1
Charge = -1
LUMO level (alpha / beta) = 2.76 / 2.76 eV

XYZ file:
```
7
Properties=species:S:1:pos:R:3:nbo_charge:R:1
C 0.2132 0.8068 0.8450 0.279
O -1.2488 -1.4415 -0.6325 -0.922
O 1.3297 1.0753 1.0584 -0.545
O 1.2113 -1.3994 -0.2851 -0.929
O 0.1119 -0.0076 -2.1172 -0.923
S 0.0025 -0.7639 -0.8316 2.311
I -1.6199 1.7304 1.9630 -0.270
```

# 3
Formula: C7H8N2O4S
Source: the Open Molecules 2025 dataset
Level of theory: ωB97M-V with the def2-TZVPD basis set

Frontier orbital gap (alpha / beta) = 5.67 / 5.70 eV
2S+1 = 1
LUMO level (alpha / beta) = -2.00 / -1.99 eV

XYZ file:
```
22
Properties=species:S:1:pos:R:3:nbo_charge:R:1
C 0.5565 -1.5187 -1.5750 -0.206
C -0.5735 -1.2048 -2.2154 -0.198
C -1.4076 -0.1785 -0.1664 -0.260
C 0.8526 -1.0889 -0.2645 -0.083
C -1.4931 -0.4337 -1.5191 0.011
C -0.1828 -0.4935 0.4237 -0.100
C 2.2056 -1.3950 0.3406 -0.621
N 0.8448 2.4261 2.5840 -0.508
N -2.5841 0.0978 -2.3000 0.499
O -2.6673 -0.2570 -3.5033 -0.393
O -3.2945 1.0489 -1.8897 -0.385
O 2.1685 2.2401 2.0721 -0.542
O -1.2478 1.8642 3.6030 -0.848
S 0.0556 1.1360 2.9863 1.253
H 1.2865 -2.0322 -2.1156 0.205
H -0.7311 -1.5863 -3.2005 0.252
H -2.3285 0.1936 0.3688 0.250
H 2.0759 -2.2330 0.9708 0.224
H 2.8456 -1.6674 -0.4799 0.212
H 2.5523 -0.5379 0.9057 0.224
H 2.2038 2.7401 1.2808 0.483
H -1.1376 2.8801 3.6936 0.532
```

# 4
Formula: C27H75N12O11Sr
Source: the Open Molecules 2025 dataset
Level of theory: ωB97M-V with the def2-TZVPD basis set

Frontier orbital gap = 8.22 eV
2S+1 = 1
Charge = +1
LUMO level = -1.87 eV

XYZ file:
```
126
Properties=species:S:1:pos:R:3:mulliken_charge:R:1
Sr 0.7546 1.7626 -1.9100 1.695
C 2.4036 -2.2317 -1.1996 -1.120
C 1.9329 -1.1167 -0.2508 0.917
C 2.7666 -1.2404 0.9634 -1.654
O 2.0244 0.1698 -0.7395 -0.331
H 1.9001 -3.1275 -0.8026 0.329
H 3.4881 -2.3191 -1.3344 0.436
H 1.9069 -2.1015 -2.1582 0.037
H 0.9020 -1.2752 0.0611 -0.437
H 2.6620 -2.1922 1.4593 0.514
H 2.3248 -0.4901 1.7009 0.207
H 3.7528 -0.9593 0.7078 0.418
C 5.8850 1.5802 3.0881 -1.579
C 5.6508 2.6446 1.9654 0.787
C 6.1618 4.0073 2.3812 -1.071
O 5.6018 4.9711 1.5470 -0.306
C 6.3498 6.2010 1.7285 -0.886
N 6.1659 2.2906 0.6548 -0.439
H 5.3437 0.6668 2.6934 0.256
H 5.2620 1.7799 3.9420 0.443
H 6.8528 1.2978 3.3804 0.444
H 4.5805 2.6714 1.9054 -0.147
H 7.2423 4.0243 2.3792 0.425
H 5.8281 4.1680 3.4343 0.388
H 6.2507 6.6522 2.7593 0.317
H 6.0795 6.9305 0.9480 0.313
H 7.4251 6.0435 1.6051 0.337
H 6.7466 3.0466 0.3422 0.258
H 6.7692 1.5000 0.5830 0.223
C -5.7254 -1.1335 6.7282 -1.141
C -4.9398 0.2165 6.5981 0.316
C -4.0962 0.6032 7.7724 -0.773
O -3.0221 -0.2847 7.8471 -0.278
C -2.3236 -0.3381 9.0492 -0.771
N -4.1791 0.3103 5.3262 -0.560
H -5.0779 -1.9342 6.2802 0.257
H -6.6410 -1.1618 6.0374 0.299
H -6.1393 -1.3958 7.7025 0.358
H -5.6826 1.0683 6.4758 0.194
H -4.7021 0.6759 8.7016 0.412
H -3.6832 1.6228 7.6116 0.351
H -2.9433 -0.6150 9.9080 0.325
H -1.7868 0.6071 9.2573 0.290
H -1.5878 -1.2138 8.9123 0.213
H -4.6398 -0.1484 4.5551 0.234
H -3.3157 -0.2397 5.4914 0.290
C -5.4411 -3.2567 2.3136 -0.643
O -4.5718 -3.1003 1.1728 -0.348
C -3.2633 -2.7369 1.6410 -0.871
C -2.4216 -2.6365 0.3524 0.021
N -2.1140 -3.9662 -0.2640 -0.076
C -1.4181 -4.9618 0.5475 -0.578
C -1.1296 -6.1103 -0.3637 -0.585
O -2.3532 -6.4576 -1.0057 -0.342
C -2.2646 -7.0946 -2.2625 -0.777
H -5.6009 -2.2884 2.8266 0.191
H -4.8902 -3.9082 2.9655 0.315
H -6.3597 -3.6153 1.9273 0.286
H -2.9966 -3.5348 2.3369 0.327
H -3.3586 -1.8728 2.1944 0.732
H -1.4747 -2.1339 0.4004 -0.242
H -3.1113 -2.1517 -0.3876 -0.049
H -2.9589 -4.4093 -0.5925 0.368
H -1.8836 -5.2802 1.4487 0.303
H -0.4790 -4.5050 0.8585 0.306
H -0.8276 -6.9168 0.2942 0.380
H -0.2812 -5.9596 -1.0720 0.353
H -2.1481 -6.3174 -3.0366 0.244
H -3.1557 -7.6124 -2.4009 0.293
H -1.5517 -7.8959 -2.3095 0.340
C -2.0227 -0.0756 -2.0192 -1.007
O -0.9204 -0.2626 -2.9494 -0.229
C -0.5474 -1.5820 -2.9173 0.284
C 0.5141 -1.6374 -3.9740 -0.440
N -0.0653 -1.5380 -5.2762 0.084
C 0.4105 -2.3741 -6.3500 -0.531
C -0.4489 -2.5704 -7.5193 -0.733
O -0.3116 -1.4043 -8.3591 -0.301
C -1.0658 -1.5834 -9.5414 -0.759
H -1.6059 0.0194 -1.0129 0.336
H -2.6356 -0.9301 -2.0380 0.481
H -2.5055 0.8867 -2.3200 0.229
H -1.3937 -2.2495 -3.2216 0.352
H -0.2346 -1.8660 -1.9037 -0.099
H 1.0284 -2.6215 -3.9753 0.419
H 1.2422 -0.7991 -3.7843 -0.576
H -0.5737 -0.6981 -5.4476 0.170
H 0.6601 -3.3343 -5.9089 0.389
H 1.3978 -2.0261 -6.7413 0.234
H -1.4820 -2.5930 -7.2157 0.364
H -0.1802 -3.4084 -8.1385 0.439
H -2.0894 -1.6274 -9.2129 0.341
H -0.9532 -2.5320 -10.0936 0.284
H -0.8591 -0.7311 -10.1733 0.239
C 1.9563 4.4481 -0.2774 0.631
O 1.2795 4.1284 -1.2571 -0.747
N 3.2672 4.9374 -0.3880 -0.376
N 1.4821 4.3961 1.0085 -0.222
H 3.7134 4.7262 -1.3497 0.244
H 3.8350 4.8672 0.4184 0.228
H 1.9618 4.7902 1.7647 0.163
H 0.5724 3.9687 1.1369 0.292
C -1.7201 2.4841 1.7926 0.511
O -0.7738 2.6907 1.0144 -0.607
N -2.8816 3.1643 1.6790 -0.429
N -1.5519 1.6398 2.8333 -0.343
H -3.7315 2.8525 2.1735 0.226
H -3.0784 3.4274 0.7398 0.223
H -2.2373 1.6476 3.5974 0.158
H -0.5821 1.3641 3.0931 0.240
C -1.4039 3.7863 -3.5496 0.412
O -1.2349 2.6311 -3.1976 -0.415
N -2.0936 3.9717 -4.7615 -0.473
N -0.9378 4.8775 -2.9279 -0.274
H -2.3252 4.8921 -5.0897 0.177
H -2.0267 3.1616 -5.3738 0.240
H -1.1460 5.8329 -3.1820 0.208
H -0.6214 4.7133 -1.9900 0.158
C 4.0198 2.2771 -2.8374 0.300
O 4.5404 3.3030 -3.2410 -0.676
N 2.9482 1.6815 -3.5096 -0.316
N 4.2862 1.6528 -1.6716 0.007
H 3.0312 0.6502 -3.5747 0.159
H 2.9176 2.1272 -4.4184 0.145
H 3.6836 1.1000 -1.0978 0.091
H 5.0201 2.0757 -1.1374 0.354
```

- Which formula does entry 4 have?
  C27H75N12O11Sr